71
Properties=species:S:1:pos:R:3 method="wB97M-V/def2-TZVPD" homo_lumo_gap_ev="6.2 / 5.3" largest_force_ha_per_bohr=0.0451 total_charge=+2 multiplicity=2 e_above_lowest_ev=0.829 lumo_energy_ev="-7.99 / -8.91" e_tot_ha=-5808.1294
W 0.177 -0.819 -0.583
O 3.402 -2.786 1.052
C 4.229 -3.666 0.334
C 3.695 -3.827 -1.088
N 2.276 -4.136 -1.248
C 1.513 -4.738 -0.206
C 0.819 -3.684 0.771
O 0.555 -3.997 1.877
O 0.466 -2.562 0.152
C 1.630 -3.810 -2.498
C 0.264 -3.080 -2.310
O -0.724 -3.736 -2.218
O 0.323 -1.741 -2.278
H 3.724 -2.712 1.957
H 4.294 -4.636 0.837
H 5.242 -3.267 0.237
H 4.257 -4.665 -1.527
H 3.914 -2.944 -1.687
H 2.130 -5.376 0.421
H 0.673 -5.302 -0.614
H 1.344 -4.734 -3.009
H 2.302 -3.228 -3.122
C -4.628 5.145 1.657
C -4.038 4.131 0.727
C -4.627 3.882 -0.517
C -4.116 2.932 -1.376
C -2.991 2.211 -0.979
C -2.376 2.440 0.245
C -2.898 3.408 1.084
S -2.545 0.860 -1.987
O -1.215 0.304 -1.514
O -2.530 1.133 -3.374
N -3.707 -0.240 -1.677
C -4.373 -0.438 -0.388
C -3.617 -1.321 0.666
C -2.167 -1.300 0.361
O -1.733 -1.902 -0.657
O -1.306 -0.591 0.975
H -5.716 5.132 1.608
H -4.303 6.151 1.383
H -4.320 4.964 2.686
H -5.512 4.434 -0.810
H -4.577 2.742 -2.338
H -1.510 1.873 0.533
H -2.424 3.594 2.039
H -3.689 -1.033 -2.312
H -5.334 -0.900 -0.597
H -4.562 0.541 0.042
H -3.952 -2.356 0.584
H -3.818 -0.951 1.668
F 2.191 -0.962 -0.944
P 2.880 0.303 -2.284
F 2.622 -0.883 -3.290
F 4.290 -0.276 -1.933
F 1.221 0.597 -2.345
F 3.261 1.372 -3.313
F 2.926 1.254 -1.024
Br 0.987 4.033 0.107
C 1.894 3.213 1.546
C 2.601 4.069 2.373
C 3.326 3.573 3.444
C 3.353 2.211 3.712
C 2.640 1.351 2.911
C 1.900 1.824 1.815
C 1.221 0.805 1.043
O 1.272 -0.430 1.308
O 0.493 1.036 -0.011
H 2.578 5.131 2.171
H 3.870 4.261 4.078
H 3.924 1.828 4.547
H 2.633 0.288 3.110

=====

13
Properties=species:S:1:pos:R:3 method="wB97M-V/def2-TZVPD" homo_lumo_gap_ev=9.1 largest_force_ha_per_bohr=0.0530 total_charge=+1 multiplicity=1 e_above_lowest_ev=3.238 lumo_energy_ev=-3.67 e_tot_ha=-244.9486
C -2.436 -1.494 -0.049
N -1.575 -0.707 0.457
H -2.312 -2.587 -0.209
H -3.478 -1.145 -0.179
H -1.725 -0.393 1.412
H 0.166 1.823 -1.044
N 1.173 -0.264 0.518
C 1.737 0.675 -0.195
N 1.139 1.665 -0.813
H 0.152 -0.175 0.705
H 1.854 -0.649 1.159
H 2.819 0.718 -0.345
H 1.693 2.441 -1.146

=====

94
Properties=species:S:1:pos:R:3 method="wB97M-V/def2-TZVPD" homo_lumo_gap_ev=8.0 largest_force_ha_per_bohr=0.0304 total_charge=+1 multiplicity=1 lumo_energy_ev=-2.41 e_tot_ha=-1981.8761
C 4.960 0.076 1.841
C 4.406 1.412 2.358
C 4.492 2.502 1.295
N 3.677 2.115 0.147
C 3.500 3.113 -0.897
C 2.461 4.212 -0.521
C 2.192 5.212 -1.653
C 1.124 3.651 0.008
C 0.875 4.063 1.471
N 4.766 3.863 -1.056
C 5.122 4.011 -2.369
O 5.654 4.968 -2.873
C 4.661 2.707 -3.030
S 5.995 1.507 -2.629
N 4.496 2.874 -4.454
C 5.049 2.137 -5.254
O 5.519 1.503 -6.092
C 3.315 2.456 -2.312
C 2.993 0.936 -2.470
C 1.559 0.531 -2.858
C 0.469 0.517 -1.781
C 0.832 -0.290 -0.540
C -0.084 -0.133 0.683
C -1.601 -0.224 0.400
C -2.414 1.008 0.803
C -2.651 1.987 -0.318
O -3.549 1.398 -1.244
C -3.515 1.985 -2.531
H 5.196 -0.607 2.650
H 4.239 -0.403 1.182
H 5.846 0.250 1.230
H 3.358 1.244 2.615
H 4.960 1.717 3.241
H 5.536 2.583 1.003
H 4.160 3.449 1.735
H 2.780 1.804 0.495
H 2.892 4.798 0.291
H 1.834 4.737 -2.561
H 1.402 5.885 -1.321
H 3.060 5.828 -1.869
H 0.316 4.075 -0.584
H 1.090 2.570 -0.019
H 1.780 3.874 2.049
H 0.616 5.114 1.552
H 0.096 3.444 1.910
H 4.861 4.717 -0.524
H 5.744 1.381 -1.325
H 2.552 2.947 -2.907
H 3.585 0.623 -3.327
H 3.364 0.348 -1.638
H 1.638 -0.489 -3.236
H 1.255 1.202 -3.660
H -0.396 0.032 -2.236
H 0.150 1.533 -1.563
H 1.858 -0.111 -0.227
H 0.788 -1.346 -0.816
H 0.164 -0.959 1.351
H 0.129 0.771 1.253
H -1.793 -0.487 -0.638
H -1.999 -1.055 0.989
H -3.390 0.717 1.192
H -1.916 1.536 1.616
H -3.091 2.904 0.089
H -1.726 2.268 -0.821
H -3.038 2.964 -2.525
H -2.970 1.342 -3.225
H -4.529 2.106 -2.903
C -5.649 -5.228 4.218
C -5.769 -6.157 3.010
C -4.592 -6.179 2.049
N -4.342 -4.913 1.255
C -5.611 -4.239 0.858
C -3.456 -3.949 2.035
C -2.056 -4.194 1.513
C -2.301 -4.383 0.025
C -3.544 -5.258 -0.014
H -5.578 -4.176 3.940
H -6.529 -5.330 4.850
H -4.777 -5.481 4.824
H -6.696 -5.957 2.471
H -5.866 -7.181 3.373
H -4.758 -6.968 1.317
H -3.661 -6.396 2.572
H -6.109 -3.853 1.742
H -6.246 -4.954 0.343
H -5.361 -3.416 0.193
H -3.789 -2.940 1.798
H -3.576 -4.133 3.098
H -1.626 -5.093 1.958
H -1.387 -3.362 1.725
H -1.462 -4.850 -0.486
H -2.494 -3.423 -0.458
H -3.287 -6.313 0.027
H -4.179 -5.079 -0.876

=====

15
Properties=species:S:1:pos:R:3 method="wB97M-V/def2-TZVPD" homo_lumo_gap_ev=9.4 largest_force_ha_per_bohr=0.0420 multiplicity=1 e_above_lowest_ev=1.805 lumo_energy_ev=0.97 e_tot_ha=-283.9168
H -1.523 2.775 -2.168
N -1.469 2.386 -1.230
C -1.275 1.125 -1.300
N -1.255 0.241 -0.267
H -0.956 0.728 -2.275
H -2.007 -0.007 0.344
H -0.563 -0.480 -0.413
C 1.214 -1.954 -0.079
C 1.211 -1.512 1.194
N 1.526 -0.268 1.672
H 0.983 -3.006 -0.107
H 1.397 -1.180 -0.812
H 0.805 -2.117 1.998
H 1.564 0.555 1.081
H 1.294 -0.061 2.635

=====

96
Properties=species:S:1:pos:R:3 method="wB97M-V/def2-TZVPD" homo_lumo_gap_ev="6.8 / 6.8" largest_force_ha_per_bohr=0.0055 total_charge=+2 multiplicity=2 lumo_energy_ev="-5.73 / -5.74" e_tot_ha=-5794.1500
Cu -0.469 0.390 0.139
C -2.065 -5.280 3.483
C -1.336 -4.217 2.715
C -0.044 -3.852 3.016
C 0.639 -2.886 2.250
C 2.019 -2.549 2.321
N 2.782 -2.425 3.371
C 2.337 -2.314 4.767
C 1.472 -1.079 5.007
C 2.153 0.281 4.851
N 2.083 0.823 3.489
C 2.940 1.685 3.012
C 2.877 2.321 1.755
C 3.941 3.184 1.393
C 3.998 3.789 0.165
C 5.120 4.698 -0.240
C 2.955 3.487 -0.730
C 1.895 2.646 -0.446
C 0.966 2.363 -1.536
N 0.027 1.510 -1.508
C -0.745 1.279 -2.726
C -2.208 0.990 -2.403
C -2.496 -0.439 -1.969
N -1.738 -0.852 -0.776
C -2.064 -1.964 -0.241
C -1.359 -2.580 0.879
C -1.957 -3.576 1.623
C -0.016 -2.192 1.191
O 0.605 -1.255 0.595
C 1.805 2.060 0.853
O 0.833 1.322 1.245
H -1.389 -5.820 4.143
H -2.522 -6.007 2.814
H -2.858 -4.852 4.096
H 0.473 -4.381 3.805
H 2.514 -2.323 1.380
H 3.761 -2.241 3.188
H 3.243 -2.279 5.373
H 1.803 -3.218 5.052
H 1.110 -1.151 6.034
H 0.581 -1.124 4.374
H 3.207 0.233 5.134
H 1.671 0.997 5.520
H 1.265 0.655 2.888
H 3.790 1.910 3.652
H 4.727 3.362 2.116
H 5.681 5.038 0.627
H 4.746 5.578 -0.760
H 5.817 4.193 -0.910
H 2.993 3.923 -1.724
H 1.153 2.920 -2.460
H -0.300 0.422 -3.238
H -0.658 2.142 -3.393
H -2.805 1.181 -3.297
H -2.560 1.692 -1.644
H -2.219 -1.120 -2.778
H -3.565 -0.570 -1.782
H -2.924 -2.508 -0.640
H -2.967 -3.873 1.361
N -3.245 3.274 1.584
C -2.207 2.801 0.867
N -1.993 1.524 1.059
C -2.955 1.124 1.983
C -3.178 -0.118 2.576
C -4.219 -0.217 3.473
C -5.026 0.892 3.788
C -4.809 2.129 3.221
C -3.754 2.217 2.317
H -3.582 4.223 1.574
H -1.631 3.430 0.210
H -2.556 -0.969 2.346
H -4.425 -1.164 3.951
H -5.835 0.771 4.494
H -5.425 2.979 3.471
C 3.876 0.329 -3.833
C 4.492 0.131 -2.456
As 3.144 -0.514 -1.182
C 3.046 -2.410 -1.713
C 4.293 -3.223 -2.031
C 4.268 -0.469 0.447
C 5.348 -1.518 0.664
H 4.597 0.736 -4.542
H 3.025 1.013 -3.797
H 3.515 -0.614 -4.249
H 4.861 1.075 -2.046
H 5.348 -0.542 -2.506
H 2.409 -2.355 -2.601
H 2.425 -2.905 -0.958
H 4.997 -2.674 -2.655
H 4.021 -4.125 -2.581
H 4.825 -3.540 -1.137
H 3.579 -0.444 1.300
H 4.709 0.532 0.406
H 4.922 -2.510 0.826
H 5.971 -1.278 1.528
H 6.014 -1.602 -0.194

=====

53
Properties=species:S:1:pos:R:3 method="wB97M-V/def2-TZVPD" homo_lumo_gap_ev="2.0 / 7.6" largest_force_ha_per_bohr=0.0637 total_charge=-4 multiplicity=5 lumo_energy_ev="7.93 / 7.87" e_tot_ha=-2584.2829
C -2.133 -4.138 -0.943
C -0.786 -3.664 -0.420
O -0.577 -2.292 -0.917
C 0.408 -1.626 -0.300
C 0.589 -0.277 -0.946
C 1.952 0.278 -0.446
O 2.066 1.386 0.079
C 3.223 -0.459 -0.682
C 3.372 -1.490 -1.648
C 4.561 -2.150 -1.847
C 5.702 -1.783 -1.080
N 6.884 -2.603 -1.174
O 7.875 -2.377 -0.452
O 6.907 -3.515 -2.036
C 5.628 -0.720 -0.140
C 4.416 -0.092 0.028
O 1.020 -2.107 0.674
H -2.290 -5.202 -0.730
H -2.976 -3.619 -0.445
H -2.237 -3.983 -2.027
H -0.782 -3.670 0.685
H 0.080 -4.240 -0.821
H 0.735 -0.476 -2.146
H 2.500 -1.733 -2.271
H 4.582 -3.008 -2.538
H 6.500 -0.467 0.492
H 4.371 0.742 0.730
C -1.608 0.440 -1.640
C -0.719 0.571 -0.397
C -1.634 0.670 0.857
C -1.198 1.059 2.209
C -2.351 1.228 3.066
C -3.531 1.003 2.306
C -3.128 0.633 0.956
Fe -2.504 2.422 1.464
C -2.890 3.370 -0.225
C -1.718 3.917 0.472
C -2.151 4.353 1.780
C -3.568 4.092 1.912
C -4.020 3.483 0.685
H -1.105 1.087 -2.378
H -1.513 -0.631 -1.912
H -2.696 0.656 -1.550
H -0.036 1.480 -0.271
H -0.160 1.088 2.486
H -2.262 1.390 4.140
H -4.556 1.026 2.700
H -3.795 0.345 0.152
H -2.938 3.052 -1.252
H -0.726 4.092 0.050
H -1.548 4.915 2.498
H -4.183 4.368 2.749
H -5.054 3.174 0.462

=====

18
Properties=species:S:1:pos:R:3 method="wB97M-V/def2-TZVPD" homo_lumo_gap_ev=9.2 largest_force_ha_per_bohr=0.0394 multiplicity=1 e_above_lowest_ev=4.892 lumo_energy_ev=1.03 e_tot_ha=-343.9569
C -1.717 -1.258 1.149
C -0.698 -0.743 0.448
C -0.511 -0.937 -1.110
N 0.083 0.338 -1.598
C -0.104 1.193 -0.397
C 0.756 1.703 0.734
C 0.453 0.240 0.720
N 1.613 -0.482 0.337
H -2.447 -1.888 0.605
H -1.916 -1.082 2.214
H -1.476 -1.150 -1.697
H 0.154 -1.756 -1.423
H -0.468 0.772 -2.332
H -1.158 1.472 -0.331
H 1.841 1.886 0.588
H 0.213 2.376 1.378
H 2.022 -0.070 -0.480
H 2.284 -0.730 1.048

=====

16
Properties=species:S:1:pos:R:3 method="wB97M-V/def2-TZVPD" homo_lumo_gap_ev=7.8 largest_force_ha_per_bohr=0.0595 total_charge=-1 multiplicity=1 e_above_lowest_ev=1.016 lumo_energy_ev=4.26 e_tot_ha=-362.6700
C -1.138 -0.903 -0.602
O -0.021 -0.354 -1.123
C -0.930 -0.855 0.957
N -0.676 0.473 1.646
H -2.184 -0.369 -0.611
H -1.281 -2.002 -0.891
H -1.941 -1.263 1.374
H -0.164 -1.518 1.364
H -0.063 0.924 0.944
H -1.608 0.847 1.428
H 0.063 1.668 -1.452
H 0.527 2.946 -0.675
O 0.178 2.636 -1.517
H 1.554 -1.615 1.040
H 1.879 -0.855 -0.160
O 2.335 -1.246 0.615

=====

Look up the multiplicity of the fourth one. 1